*P*
The following is a quantum chemistry calculation of 2 unconnected molecules or ions with the total composition C7H19N2O, from the OMol25 dataset.

Each line ends with the Mulliken charge.
Atoms and positions in Å:
C1 -2.71478 -1.95711 0.90869  -1.37
C2 3.05929 -0.88643 0.69513  -0.93
C3 2.74684 -0.45462 -1.62600  -0.81
C4 -0.94917 1.10664 -1.34974  -1.02
C5 -0.49798 2.54910 0.52689  -0.85
C6 -1.43762 -1.15583 0.64249  -0.36
C7 -1.79017 0.31516 0.78050  -0.69
N1 2.41120 -0.10184 -0.26649  0.42
N2 -0.77778 1.21675 0.06413  0.38
O1 1.62440 0.78555 0.01350  -0.36
H1 -3.42850 -1.81428 0.09986  0.37
H2 -2.50847 -3.02341 0.87390  0.39
H3 -3.09659 -1.78067 1.95597  0.34
H4 2.76145 -0.69645 1.66409  0.40
H5 2.87407 -1.95821 0.66283  0.33
H6 4.13013 -0.68005 0.40632  0.35
H7 2.95816 -1.52296 -1.76666  0.31
H8 1.84369 -0.23736 -2.21929  0.27
H9 3.55954 0.22190 -1.88364  0.36
H10 -0.34017 1.91721 -1.85814  0.37
H11 -0.64183 0.14114 -1.77009  0.27
H12 -2.06687 1.32116 -1.52216  0.40
H13 -1.45976 2.68312 1.10219  0.41
H14 0.41816 2.52339 1.14096  0.24
H15 -0.37063 3.25552 -0.29779  0.34
H16 -1.16255 -1.43559 -0.34459  0.31
H17 -0.57779 -1.30442 1.26203  0.31
H18 -2.73195 0.47435 0.23795  0.32
H19 -1.83429 0.49825 1.86716  0.50

The net charge is +1. The calculation puts the HOMO energy (alpha / beta) at -11.56 / -13.79 eV. The calculation puts the frontier orbital gap (alpha / beta) at 5.72 / 10.03 eV.



*Q*
The following is a quantum chemistry calculation of 2 unconnected molecules or ions with the total composition C7H19N2O, from the OMol25 dataset.

Each line ends with the Mulliken charge.
Atoms and positions in Å:
C1 -0.32789 -2.13410 2.77428  -1.19
C2 -1.57956 0.12536 -2.48885  -1.04
C3 0.62628 1.32125 -3.01374  -1.27
C4 1.55196 -0.97399 0.67710  -1.00
C5 -0.22674 -0.68044 2.34915  -0.47
C6 -0.11852 0.16360 -2.49300  0.21
C7 -0.04244 0.87200 0.35525  0.19
N1 0.75302 1.80658 1.01059  -0.48
N2 0.17074 -0.53771 0.91903  0.13
O1 -1.42532 1.05209 0.38845  -0.53
H1 -0.75536 -2.18276 3.77044  0.40
H2 -0.98138 -2.69158 2.10693  0.34
H3 0.64196 -2.62037 2.81029  0.37
H4 -1.99545 0.84201 -3.19346  0.41
H5 -1.96089 -0.87231 -2.69955  0.30
H6 -1.96978 0.40999 -1.49559  0.20
H7 1.60574 1.42229 -2.55147  0.30
H8 0.80282 1.18456 -4.08744  0.38
H9 0.06328 2.24550 -2.89932  0.35
H10 1.65426 -2.04229 0.84451  0.36
H11 1.82864 -0.74259 -0.34813  0.34
H12 2.21714 -0.43587 1.34839  0.38
H13 0.50582 -0.14059 2.95056  0.34
H14 -1.20047 -0.19714 2.45419  0.37
H15 0.43016 -0.74507 -2.29418  0.45
H16 0.28983 2.53769 1.53389  0.24
H17 1.55528 2.14699 0.50324  0.21
H18 -0.46905 -1.12307 0.37275  0.40
H19 -1.64409 1.98997 0.39567  0.31

The net charge is +1. The calculation puts the HOMO energy (alpha / beta) at -10.75 / -12.08 eV. The calculation puts the frontier orbital gap (alpha / beta) at 6.84 / 9.38 eV.



Most stable structure, least stable structure: *Q*, *P*.



*P*
The following is a quantum chemistry calculation of C2H3OPS in the gas phase, from the OMol25 dataset.

Each line ends with the Mulliken charge.
Atoms and positions in Å:
C1 0.11944 0.24851 0.05745  -0.17
C2 1.62689 -0.48183 0.02528  -0.18
O1 4.16649 -0.34705 -0.16277  -0.50
P1 -0.02237 1.92962 -0.05724  -0.06
S1 2.98099 0.42430 0.11819  0.36
H1 -0.61987 -0.53782 -0.10515  0.28
H2 1.40837 -1.49519 -0.43160  0.26
H3 -1.36353 2.02349 0.11305  0.01

The net charge is 0. The calculation puts the HOMO energy at -9.03 eV. The calculation puts the frontier orbital gap at 7.87 eV.



*Q*
The following is a quantum chemistry calculation of C2H3OPS in the gas phase, from the OMol25 dataset.

Each line ends with the Mulliken charge.
Atoms and positions in Å:
C1 -0.32402 0.23384 0.12748  0.35
C2 0.13251 -1.16365 -0.01298  -0.73
O1 1.01631 2.31039 -0.69392  -0.50
P1 0.30906 1.87867 0.52253  0.14
S1 -1.75478 1.08880 -0.12900  -0.15
H1 0.02428 -1.49693 0.99517  0.30
H2 -0.62068 -1.78436 -0.56447  0.30
H3 1.21732 -1.06676 -0.24480  0.29

The net charge is 0. The calculation puts the HOMO energy at -9.17 eV. The calculation puts the frontier orbital gap at 8.06 eV.



Most stable structure, least stable structure: *Q*, *P*.



*P*
The following is a quantum chemistry calculation of 2 unconnected molecules or ions with the total composition C6H6N, from the OMol25 dataset.

Each line ends with the Mulliken charge.
Atoms and positions in Å:
C1 -3.41500 -2.12713 -1.25876  0.14
C2 -2.34323 -1.73505 -2.01627  -0.12
C3 -1.40641 0.40863 0.78327  0.10
C4 0.86028 1.15490 0.10904  0.21
C5 -2.10647 -2.55477 -0.90342  -0.70
C6 1.91009 1.14370 1.05146  -0.93
N1 -0.30218 0.76468 0.60148  0.11
H1 -4.43820 -2.04766 -1.08119  0.39
H2 -2.05733 -1.18183 -2.85569  0.35
H3 0.97091 1.57489 -0.90522  0.38
H4 2.89811 1.23157 0.60847  0.35
H5 1.92779 0.32904 1.83249  0.36
H6 1.88412 2.11953 1.60427  0.36

The net charge is +1. The calculation puts the HOMO energy (alpha / beta) at -11.93 / -11.91 eV. The calculation puts the frontier orbital gap (alpha / beta) at 3.87 / 3.83 eV.



*Q*
The following is a quantum chemistry calculation of a gas-phase ion, C6H6N (charge +1), from the OMol25 dataset.

Each line ends with the Mulliken charge.
Atoms and positions in Å:
C1 -2.04601 -0.75231 -0.15172  -0.12
C2 -1.19327 -1.65319 0.08356  0.36
N1 0.06223 -1.80660 0.21159  -0.14
C3 0.88359 -0.75508 -0.36506  -0.59
C4 0.35161 0.55984 0.11544  -0.22
C5 -0.86558 1.15502 0.07768  -0.24
C6 -2.18282 0.57157 -0.08503  -0.15
H1 0.49789 -2.63446 0.61121  0.31
H2 0.86175 -0.82056 -1.46077  0.26
H3 1.91210 -0.88833 -0.02612  0.41
H4 1.13175 1.19565 0.51442  0.34
H5 -0.89918 2.19622 0.37957  0.35
H6 -3.08478 1.15485 -0.00625  0.43

The net charge is +1. Its SMILES is C1=C=[NH+]CC=CC=1. The calculation puts the HOMO energy at -14.49 eV. The calculation puts the frontier orbital gap at 8.23 eV.



Most stable structure, least stable structure: *Q*, *P*.



*P*
The following is a quantum chemistry calculation of C20H25N3O4S in the gas phase, from the OMol25 dataset.

Each line ends with the Mulliken charge.
Atoms and positions in Å:
O1 -2.99598 -2.71243 1.43944  -0.69
C1 -2.81992 -1.55636 1.12613  0.89
C2 -3.96892 -0.53372 1.19705  -1.15
N1 -4.00412 0.45566 0.14860  0.24
C3 -4.61550 0.02695 -1.08893  -1.19
C4 -3.63269 -0.60817 -2.09108  -0.51
O2 -3.06838 -1.80787 -1.62790  -0.45
C5 -3.22273 1.59857 0.19557  1.32
C6 -3.13383 2.47111 -0.89890  -0.77
C7 -2.37150 3.62100 -0.84002  -0.86
C8 -1.66414 3.95202 0.30221  -0.64
C9 -1.74424 3.10810 1.39484  -0.76
C10 -2.50286 1.95444 1.34820  -0.04
N2 -1.63963 -1.00663 0.74423  0.45
C11 -0.42144 -1.62953 0.49660  0.37
C12 -0.18644 -2.98142 0.74491  -0.71
C13 1.05641 -3.52940 0.48260  -0.85
C14 2.08395 -2.74685 -0.02285  -0.32
C15 1.83894 -1.40967 -0.26353  -0.22
S1 3.11101 -0.32833 -0.90401  1.42
O3 2.60018 0.37848 -2.04266  -0.77
O4 4.32980 -1.07512 -1.06370  -0.69
N3 3.19249 0.77212 0.37597  -0.01
C16 3.61251 2.11815 0.01377  -0.78
C17 5.08602 2.26735 0.44779  -0.46
C18 5.44636 0.90549 1.05391  -0.65
C19 4.08215 0.32375 1.42987  -0.77
C20 0.60975 -0.84191 -0.01299  -0.41
H1 -4.90064 -1.10662 1.17690  0.36
H2 -3.92577 -0.04796 2.17592  0.37
H3 -5.38674 -0.70926 -0.84167  0.41
H4 -5.11618 0.87356 -1.56495  0.50
H5 -4.15575 -0.76358 -3.04566  0.37
H6 -2.78493 0.05860 -2.26405  0.38
H7 -3.76021 -2.46468 -1.48781  0.33
H8 -3.66008 2.26260 -1.81522  0.28
H9 -2.32859 4.26385 -1.70678  0.39
H10 -1.06393 4.84727 0.33917  0.44
H11 -1.20585 3.34207 2.30168  0.40
H12 -2.52508 1.33580 2.23160  0.23
H13 -1.66004 -0.02879 0.47950  -0.20
H14 -0.98552 -3.59074 1.13368  0.54
H15 1.22450 -4.57806 0.67482  0.40
H16 3.06056 -3.14900 -0.23926  0.54
H17 2.96930 2.82978 0.54018  0.34
H18 3.46369 2.24081 -1.05834  0.40
H19 5.72788 2.51278 -0.39543  0.26
H20 5.17954 3.05801 1.19251  0.29
H21 5.89911 0.26190 0.30032  0.25
H22 6.11594 0.98723 1.90764  0.43
H23 3.72274 0.72798 2.38138  0.43
H24 4.07402 -0.76417 1.47000  0.38
H25 0.46869 0.20684 -0.22585  0.48

The net charge is 0. Its SMILES is O=C(CN(CCO)c1ccccc1)Nc1cccc(S(=O)(=O)N2CCCC2)c1. The calculation puts the HOMO energy at -8.08 eV. The calculation puts the frontier orbital gap at 8.70 eV.



*Q*
The following is a quantum chemistry calculation of C20H25N3O4S in the gas phase, from the OMol25 dataset.

Each line ends with the Mulliken charge.
Atoms and positions in Å:
C1 -2.25116 -4.10383 -1.47031  -1.25
C2 -2.38247 -2.63475 -1.07854  -0.45
O1 -1.76226 -2.34477 0.16135  -0.29
C3 -0.43348 -2.10408 0.20939  0.36
C4 0.06180 -1.72897 1.46482  -0.12
C5 1.39020 -1.39414 1.61742  -0.87
C6 2.23929 -1.44192 0.52443  0.21
S1 3.90166 -0.79327 0.66159  1.37
O2 4.30025 -0.84227 2.03829  -0.74
O3 4.73005 -1.41627 -0.32911  -0.74
N1 3.82711 0.82524 0.25931  0.22
C7 3.68775 1.19037 -1.12736  -1.28
C8 2.22801 1.32896 -1.55975  -0.24
C9 1.42427 2.23095 -0.61996  0.36
C10 -0.06667 2.03131 -0.89352  -0.18
O4 -0.51829 1.07717 -1.49001  -0.63
N2 -0.86190 2.99647 -0.37518  -0.06
C11 -2.30268 2.83816 -0.38731  -1.11
C12 -2.75957 1.64810 0.42009  0.82
C13 -3.84095 0.87701 0.01223  -0.49
C14 -4.23028 -0.20371 0.78402  -0.54
C15 -3.50786 -0.48704 1.93284  -0.40
N3 -2.47788 0.23751 2.33152  -0.60
C16 -2.12024 1.27405 1.59704  -0.25
C17 1.65916 1.85174 0.85276  0.56
C18 3.15131 1.71067 1.16848  -1.61
C19 1.77888 -1.87014 -0.70340  -1.35
C20 0.44571 -2.20320 -0.86883  0.21
H1 -2.67575 -4.73096 -0.69034  0.32
H2 -2.78670 -4.28375 -2.39850  0.41
H3 -1.20964 -4.38449 -1.60349  0.32
H4 -1.99361 -1.97324 -1.86055  0.36
H5 -3.43629 -2.39134 -0.91596  0.35
H6 -0.62878 -1.67240 2.29085  0.46
H7 1.78739 -1.09097 2.57356  0.42
H8 4.21514 2.14067 -1.27646  0.34
H9 4.19308 0.41742 -1.70653  0.52
H10 2.18668 1.73257 -2.57296  0.65
H11 1.74703 0.35107 -1.57235  -0.29
H12 1.69823 3.27993 -0.77721  0.50
H13 -0.46089 3.72723 0.18796  0.33
H14 -2.62578 2.70386 -1.42498  0.38
H15 -2.75216 3.75457 0.00395  0.43
H16 -4.36708 1.12180 -0.89994  0.40
H17 -5.07216 -0.81541 0.49793  0.53
H18 -3.76195 -1.32785 2.56362  0.38
H19 -1.27197 1.83307 1.97202  0.47
H20 1.15442 0.90567 1.05352  -0.64
H21 1.23218 2.61160 1.51148  0.65
H22 3.63800 2.69197 1.10863  0.41
H23 3.29929 1.30692 2.17056  0.49
H24 2.47581 -1.94456 -1.52403  0.44
H25 0.10575 -2.51274 -1.84311  0.47

The net charge is 0. Its SMILES is CCOc1ccc(S(=O)(=O)N2CCC(C(=O)NCc3cccnc3)CC2)cc1. The calculation puts the HOMO energy at -8.60 eV. The calculation puts the frontier orbital gap at 9.07 eV.



Most stable structure, least stable structure: *Q*, *P*.